No. 1
Computed, not measured: a cluster of 2 separate species, C5H14NO2 in total in a non-equilibrium geometry, with ωB97M-V with the def2-TZVPD basis set.

Element x y z (Å)
1 C 1.55979 -1.84961 0.09199
2 C 0.47657 -0.97774 -0.48406
3 C -0.81178 -1.11182 0.41203
4 C -1.72224 0.17873 0.65334
5 C -2.38152 0.54064 -0.67288
6 O -1.67547 1.00221 -1.53398
7 N 1.04347 0.43902 -0.68573
8 H 1.70262 -1.78908 1.15844
9 H 2.57439 -1.65505 -0.31016
10 H 1.23985 -2.87201 -0.21522
11 H 0.08509 -1.24760 -1.45536
12 H -0.57284 -1.47199 1.43621
13 H -1.47564 -1.80745 -0.09055
14 H -1.14068 1.04143 0.97716
15 H -2.29303 -0.15781 1.53719
16 H -3.46356 0.27700 -0.67770
17 H 1.75712 0.70684 -0.01938
18 H 0.24192 1.07473 -0.79509
19 H 1.48632 0.23510 -1.58526
20 H 0.49576 3.60877 0.62774
21 H 1.86492 3.04397 1.00529
22 O 1.00892 2.79169 0.62598

For the HOMO energy, the calculation gives -13.99 eV. The orbital gap comes out at 10.985 eV. The net charge is +1. For the energy above the lowest of the compared OMol25 structures with the same formula, charge and spin, the calculation gives 155.4 kJ/mol.

No. 2
Computed, not measured: a cluster of 3 separate species, C3H12NO3 in total in a non-equilibrium geometry, with ωB97M-V with the def2-TZVPD basis set.

Element x y z (Å)
1 C -0.51346 2.35104 -2.06658
2 O -1.36547 1.21267 -1.91794
3 C -0.09606 0.02647 1.48437
4 C 1.28644 0.13824 1.08066
5 O 1.70699 -1.22757 0.59730
6 N -1.05440 -0.27335 0.38097
7 H 0.52756 1.99794 -2.37858
8 H -0.45511 3.10789 -1.24886
9 H -0.92628 2.91021 -2.83157
10 H -0.45924 0.18931 2.46145
11 H 1.82012 0.33648 1.91163
12 H 1.46759 0.78906 0.32361
13 H 2.52900 -1.00471 0.17235
14 H -1.19902 0.81775 -1.04462
15 H -2.07141 -0.10508 0.77133
16 H -0.78278 -1.26721 0.24554
17 H -0.44856 -4.02557 0.76593
18 H 0.29449 -2.80231 1.00208
19 O -0.26042 -3.17127 0.29092

For the HOMO energy, the calculation gives -13.52 eV. The orbital gap comes out at 5.758 eV. The net charge is +1. For the energy above the lowest of the compared OMol25 structures with the same formula, charge and spin, the calculation gives 503.1 kJ/mol.

No. 3
Computed, not measured: the ion C3H3O3P with charge -2 in a non-equilibrium geometry, with ωB97M-V with the def2-TZVPD basis set.

Element x y z (Å)
1 C -0.66682 1.31171 0.23579
2 C 1.40265 0.49910 -0.19420
3 C -0.00154 0.08026 -0.49330
4 O 4.08615 0.90731 0.84928
5 O 3.67262 -1.45628 -0.12586
6 O 2.33560 0.64688 -1.27923
7 P 3.12045 -0.04291 0.15254
8 H -0.77657 0.99816 1.25464
9 H -0.39783 -0.88770 -0.19843
10 H -0.14197 0.16871 -1.60708

For the HOMO energy (alpha / beta), the calculation gives 1.38 / 1.85 eV. The orbital gap (alpha / beta) comes out at 5.770 / 5.312 eV. The net charge is -2. For the energy above the lowest of the compared OMol25 structures with the same formula, charge and spin, the calculation gives 338.4 kJ/mol.

No. 4
Computed, not measured: a cluster of 3 separate species, C5H12O2 in total, with ωB97M-V with the def2-TZVPD basis set.

Element x y z (Å)
1 C -0.27268 -1.38531 -1.19378
2 C 0.37843 -0.67817 -2.10861
3 C -0.59516 -0.99209 0.22456
4 C -1.91300 -0.27122 0.42079
5 C -2.88633 -0.26275 -0.48514
6 H -0.56122 -2.40610 -1.42132
7 H 0.64387 -1.19190 -3.02931
8 H 0.63810 0.34869 -1.91268
9 H 0.19591 -0.43694 0.73508
10 H -0.63209 -1.92998 0.80450
11 H -2.12653 0.25286 1.34470
12 H -3.76719 0.36755 -0.39004
13 H -2.87752 -0.85905 -1.38181
14 H 3.34881 -0.32659 1.84036
15 H 2.59709 0.92551 1.45520
16 O 2.72994 0.32085 2.21629
17 H 1.27740 1.57372 -0.13899
18 H 0.52207 2.89496 0.16769
19 O 1.33660 2.40299 0.36941

For the HOMO energy (alpha / beta), the calculation gives 0.87 / -6.32 eV. The orbital gap (alpha / beta) comes out at 3.074 / 10.036 eV. The net charge is -1. For the energy above the lowest of the compared OMol25 structures with the same formula, charge and spin, the calculation gives 153.5 kJ/mol. As for the multiplicity: 2.

no.,E_tot (hartree)
1,-403.88217
2,-401.55734
3,-683.00701
4,-348.08854